The following is a quantum chemistry calculation of a single C19H22F4N2O2S molecule, from the Open Molecules 2025 dataset.

```
50
C19H22F4N2O2S ωB97M-V/def2-TZVPD
C 1.1134 0.7607 1.6870
C 0.1047 0.5976 0.5713
F -1.0854 0.1050 1.1015
C -0.1641 1.9240 -0.1699
O 0.7735 2.4483 -0.7216
N -1.4662 2.3484 -0.3126
C -2.1032 2.3319 -1.6477
C -2.9480 1.0854 -1.8729
N -4.0975 1.1106 -0.9880
C -4.5971 0.0163 -0.3176
O -5.7106 0.0504 0.1743
C -3.7311 -1.2260 -0.2116
C -3.9963 -1.9411 1.1124
C -3.0814 -3.1445 1.2862
S -3.3421 -4.4094 0.0194
C -3.0986 -3.3535 -1.4270
C -4.0082 -2.1329 -1.4203
C -5.0318 2.2016 -1.2338
C -4.3389 3.4854 -1.6162
C -5.1115 4.6361 -1.7729
C -4.5271 5.8406 -2.1137
C -3.1503 5.9157 -2.3027
C -2.3795 4.7797 -2.1515
C -2.9668 3.5618 -1.8157
C 0.5723 -0.4635 -0.4408
F 0.5305 -1.6776 0.1232
F -0.2298 -0.5001 -1.5229
F 1.8137 -0.2430 -0.8590
H 2.0278 1.1917 1.2858
H 0.7050 1.4348 2.4382
H 1.3262 -0.2032 2.1461
H -2.0888 1.8999 0.3529
H -1.2943 2.3640 -2.3799
H -3.2760 1.0855 -2.9203
H -2.3643 0.1891 -1.7098
H -2.6755 -0.9520 -0.2263
H -3.8322 -1.2399 1.9356
H -5.0418 -2.2472 1.1564
H -2.0321 -2.8366 1.2724
H -3.2675 -3.6381 2.2398
H -2.0501 -3.0459 -1.4759
H -3.2989 -3.9818 -2.2948
H -5.0547 -2.4458 -1.3951
H -3.8598 -1.5724 -2.3497
H -5.7402 1.9138 -2.0216
H -5.6225 2.3478 -0.3317
H -6.1833 4.5784 -1.6189
H -5.1409 6.7243 -2.2296
H -2.6863 6.8568 -2.5666
H -1.3046 4.8239 -2.2866
```

Computed properties:
energy above the lowest of the compared OMol25 structures with the same formula, charge and spin = 14.4 kcal per mole
energy = -48842.5307 eV
gap between HOMO and LUMO = 9.140 eV
SMILES = C[C@@](F)(C(=O)N[C@H]1CN(C(=O)C2CCSCC2)Cc2ccccc21)C(F)(F)F
E_LUMO = 0.59 eV
M = 418.46 Da